<a>
Formula: C4H10NOS2
Source: the OMol25 dataset
Level of theory: wB97M-V/def2-TZVPD

The value obtained for the LUMO energy is -0.35 eV. The calculation puts the molar mass at 152.26 u. Its total charge is -1.

Element x y z (Å)
N1 3.326 -3.284 -0.542
C1 3.460 -2.152 0.324
C2 3.206 -1.586 -1.721
O1 3.526 -2.091 -2.809
C3 3.276 -1.988 1.525
S1 -3.119 4.546 -0.843
S2 -2.953 0.471 2.058
C4 -3.408 1.991 1.181
H1 3.746 -0.132 -1.956
H2 4.098 -3.844 -0.383
H3 0.690 -7.735 -0.729
H4 2.132 -1.844 -1.650
H5 1.648 -2.002 -0.271
H6 3.696 -1.534 2.252
H7 0.857 -8.039 -1.379
H8 -3.387 2.878 1.885
H9 -2.652 2.200 0.429
H10 -4.364 1.904 0.769

=====

<b>
Formula: C4H10NOS2
Source: the OMol25 dataset
Level of theory: wB97M-V/def2-TZVPD

The value obtained for the LUMO energy is 3.46 eV. The calculation puts the molar mass at 152.26 u. Its total charge is -1.

Element x y z (Å)
C1 -0.521 -1.618 -0.669
C2 0.464 -0.482 -0.432
C3 -0.199 0.831 -0.550
C4 0.844 1.892 -0.645
N1 0.758 2.864 0.416
O1 1.699 3.762 0.505
S1 -1.445 1.225 0.685
S2 0.268 -0.461 3.065
H1 -1.403 -1.378 -0.176
H2 -0.020 -2.561 -0.478
H3 -0.756 -1.591 -1.821
H4 1.129 -0.727 -1.303
H5 1.017 -0.437 0.573
H6 -0.717 0.693 -1.496
H7 1.536 2.079 -1.391
H8 0.024 2.623 1.191
H9 -0.617 0.142 2.149
H10 1.357 0.245 2.450

=====

<c>
Formula: C4H10NOS2
Source: the OMol25 dataset
Level of theory: wB97M-V/def2-TZVPD

The value obtained for the LUMO energy (spin up / spin down) is 2.96 / 3.36 eV. The calculation puts the molar mass at 152.26 u. Its total charge is -1.

Element x y z (Å)
C1 -2.503 -0.316 0.019
C2 -1.097 -0.148 -0.535
C3 -0.251 0.823 0.312
C4 0.846 1.313 -0.522
N1 2.676 0.969 -0.036
O1 3.575 1.350 -0.814
S1 0.257 0.037 1.898
S2 1.378 -2.824 0.415
H1 -2.454 -0.656 1.050
H2 -3.054 -1.050 -0.566
H3 -3.042 0.631 -0.013
H4 -1.146 0.247 -1.554
H5 -0.585 -1.111 -0.574
H6 -0.893 1.655 0.649
H7 0.862 2.347 -0.830
H8 2.688 -0.017 0.256
H9 0.732 -1.153 1.344
H10 2.011 -2.098 -0.498

=====

<b> (42.2 kcal/mol below the next structure)

=====

<a>
Formula: C4H6OS2
Source: the OMol25 dataset
Level of theory: wB97M-V/def2-TZVPD

The value obtained for the LUMO energy is 0.59 eV. The calculation puts the molar mass at 134.22 u. Its total charge is 0.

Element x y z (Å)
C1 -0.012 -0.205 1.558
C2 -0.551 -0.088 0.252
C3 -0.254 -0.283 -1.973
C4 0.896 -0.411 0.296
H1 0.322 2.410 1.819
H2 0.083 -1.140 2.202
H3 -0.741 1.009 0.104
H4 -0.728 0.432 -2.635
H5 0.016 -1.125 -2.509
H6 1.047 -1.433 0.335
O1 -1.088 -0.829 -0.819
S1 -0.287 1.324 2.608
S2 1.299 0.339 -1.239

=====

<b>
Formula: C4H6OS2
Source: the OMol25 dataset
Level of theory: wB97M-V/def2-TZVPD

The value obtained for the LUMO energy is 0.63 eV. The calculation puts the molar mass at 134.22 u. Its total charge is 0.

Element x y z (Å)
C1 -2.121 0.768 0.026
C2 0.201 -0.874 0.009
C3 0.845 -0.099 -1.136
C4 0.978 -0.128 1.139
H1 -3.217 0.888 -0.176
H2 0.528 -1.893 -0.045
H3 1.087 -0.656 -2.019
H4 0.290 0.801 -1.300
H5 0.397 0.797 1.403
H6 1.274 -0.719 1.989
O1 -1.352 1.694 0.036
S1 -1.573 -0.973 0.007
S2 2.262 0.299 -0.030

=====

<c>
Formula: C4H6OS2
Source: the OMol25 dataset
Level of theory: wB97M-V/def2-TZVPD

The value obtained for the LUMO energy is 0.41 eV. The calculation puts the molar mass at 134.22 u. As for the SMILES: O=C[C@@H]1SC[C@@H]1S. Its total charge is 0.

Element x y z (Å)
C1 0.719 -0.436 0.085
C2 0.636 -0.098 -1.365
C3 0.017 0.918 0.486
C4 -1.537 0.772 0.720
H1 0.718 -2.582 1.318
H2 1.782 -0.386 0.427
H3 -0.300 -0.688 -1.668
H4 1.478 -0.319 -1.965
H5 0.703 1.376 1.199
H6 -2.229 0.276 -0.082
O1 -2.044 1.510 1.609
S1 -0.145 -2.089 0.251
S2 0.202 1.745 -1.016

=====

<b> (37.1 kcal/mol below the next structure)

=====

<a>
Formula: C20H31N5O4
Source: the OMol25 dataset
Level of theory: wB97M-V/def2-TZVPD

The value obtained for the LUMO energy is 0.48 eV. The calculation puts the molar mass at 405.50 u. As for the SMILES: CC(C)Cn1[nH]c(CC(=O)N2CC(CN(C)C(=O)CC(=O)NC3CC3)C2)cc1=O. Its total charge is 0.

Element x y z (Å)
C1 -3.136 -2.504 0.711
C2 -2.258 -2.455 -0.537
C3 -0.981 -1.659 -0.297
C4 -3.063 -1.967 -1.767
N1 -2.733 -0.654 -2.273
N2 -3.027 0.483 -1.510
C5 -2.282 1.516 -2.063
C6 -2.484 2.918 -1.575
C7 -1.289 3.760 -1.995
O1 -1.274 4.383 -3.040
N3 -0.228 3.717 -1.157
C8 0.125 2.711 -0.140
C9 1.612 2.874 -0.537
C10 2.289 1.652 -1.148
N4 3.117 0.875 -0.225
C11 4.525 0.749 -0.561
C12 2.492 0.202 0.767
O2 1.286 0.362 0.944
C13 3.336 -0.733 1.615
C14 2.678 -1.632 2.664
O3 3.363 -2.483 3.203
N5 1.383 -1.417 2.954
C15 0.698 -2.214 3.924
C16 -0.794 -2.225 3.860
C17 -0.013 -3.456 3.477
C18 1.157 3.931 -1.577
C19 -1.425 1.038 -2.984
C20 -1.653 -0.399 -3.105
O4 -1.061 -1.255 -3.740
H1 -3.445 -1.496 1.007
H2 -4.038 -3.095 0.538
H3 -2.601 -2.950 1.550
H4 -1.963 -3.485 -0.762
H5 -1.198 -0.621 -0.038
H6 -0.419 -2.092 0.534
H7 -0.332 -1.667 -1.174
H8 -2.881 -2.625 -2.615
H9 -4.135 -1.993 -1.557
H10 -4.024 0.653 -1.433
H11 -3.373 3.356 -2.028
H12 -2.607 2.910 -0.490
H13 -0.120 3.016 0.878
H14 -0.276 1.717 -0.330
H15 2.234 3.287 0.257
H16 1.531 1.001 -1.597
H17 2.953 1.979 -1.949
H18 5.089 0.323 0.260
H19 4.667 0.121 -1.445
H20 4.936 1.737 -0.770
H21 3.897 -1.409 0.968
H22 4.087 -0.151 2.155
H23 0.903 -0.703 2.420
H24 1.175 -2.239 4.895
H25 -1.345 -2.228 4.790
H26 -1.256 -1.659 3.062
H27 0.054 -3.697 2.425
H28 -0.022 -4.305 4.146
H29 1.317 3.657 -2.624
H30 1.520 4.946 -1.419
H31 -0.691 1.595 -3.542

=====

<b>
Formula: C20H31N5O4
Source: the OMol25 dataset
Level of theory: wB97M-V/def2-TZVPD

The value obtained for the LUMO energy is 0.50 eV. The calculation puts the molar mass at 405.50 u. As for the SMILES: C=CC[C@@]1(CCCOC)COC(=O)O1.CC#N.CC#N.CC#N.CC#N.CC#N. Its total charge is 0.

Element x y z (Å)
C1 -4.340 0.519 2.098
C2 -3.059 0.153 2.289
C3 -1.872 0.611 1.397
C4 -1.491 -0.408 0.277
C5 -2.065 -0.232 -1.181
C6 -3.607 -0.053 -1.269
C7 -4.437 -1.306 -0.838
O1 -3.944 -2.522 -1.401
C8 -3.652 -3.510 -0.424
C9 0.040 -0.098 0.060
O2 0.800 -0.967 0.923
C10 -0.097 -1.962 1.257
O3 0.053 -2.876 1.998
O4 -1.334 -1.796 0.616
H1 -4.623 1.429 1.544
H2 -5.120 -0.167 2.485
H3 -2.823 -0.485 3.166
H4 -0.992 0.656 2.087
H5 -2.002 1.652 1.029
H6 -1.599 0.703 -1.601
H7 -1.690 -1.093 -1.775
H8 -3.994 0.840 -0.737
H9 -3.842 0.109 -2.351
H10 -4.580 -1.354 0.262
H11 -5.463 -1.159 -1.268
H12 -4.461 -4.278 -0.321
H13 -2.745 -4.071 -0.753
H14 -3.423 -3.110 0.583
H15 0.318 0.923 0.396
H16 0.380 -0.142 -1.000
C11 -2.831 -3.115 5.350
C12 -3.200 -1.688 5.311
N1 -3.487 -0.575 5.274
H17 -1.877 -3.235 5.860
H18 -3.595 -3.679 5.883
H19 -2.744 -3.501 4.335
C13 2.516 2.238 -2.986
C14 1.090 2.308 -2.622
N2 -0.023 2.362 -2.338
H20 3.101 2.861 -2.317
H21 2.869 1.213 -2.909
H22 2.656 2.583 -4.009
C15 1.910 0.205 -6.500
C16 3.054 1.087 -6.207
N3 3.953 1.771 -5.989
H23 2.248 -0.828 -6.569
H24 1.168 0.286 -5.706
H25 1.453 0.494 -7.445
C17 4.193 0.188 1.375
C18 4.311 0.789 0.029
N4 4.386 1.254 -1.022
H26 3.230 -0.339 1.426
H27 4.994 -0.531 1.535
H28 4.218 0.916 2.149
C19 7.344 3.856 1.819
C20 6.364 2.771 1.639
N5 5.595 1.923 1.498
H29 8.344 3.436 1.915
H30 7.318 4.523 0.959
H31 7.107 4.423 2.718

=====

<a> (112.8 kcal/mol below the next structure)

=====

<a>
Formula: C3H6N3S
Source: the OMol25 dataset
Level of theory: wB97M-V/def2-TZVPD

The value obtained for the LUMO energy is -5.42 eV. The calculation puts the molar mass at 116.17 u. Its total charge is +1.

Element x y z (Å)
C1 1.367 0.513 -0.018
C2 0.275 1.469 0.030
C3 0.029 -1.471 -0.013
N1 2.417 -1.428 0.030
N2 3.487 -0.786 0.001
N3 1.294 -0.814 0.009
S1 3.144 0.843 -0.021
H1 -0.765 1.002 0.044
H2 0.395 2.135 0.856
H3 0.344 2.110 -0.874
H4 -0.559 -1.555 -0.886
H5 0.046 -2.529 0.368
H6 -0.596 -1.111 0.731

=====

<b>
Formula: C3H6N3S
Source: the OMol25 dataset
Level of theory: wB97M-V/def2-TZVPD

The value obtained for the LUMO energy (spin up / spin down) is -4.99 / -7.13 eV. The calculation puts the molar mass at 116.17 u. Its total charge is +1.

Element x y z (Å)
C1 -0.507 -0.463 -2.618
C2 -0.554 -1.574 -2.025
C3 -0.093 -0.271 0.721
N1 0.029 0.826 0.034
N2 0.186 -0.424 2.003
N3 0.280 2.026 0.629
S1 -0.586 -1.768 -0.056
H1 -0.392 0.601 -2.668
H2 -0.602 -2.509 -2.365
H3 0.443 0.428 2.431
H4 0.443 -1.374 2.258
H5 0.911 2.577 0.045
H6 0.443 1.924 1.610

=====

<a> (71.3 kcal/mol below the next structure)